Run 1
Formula: C27H54O27
Source: the Open Molecules 2025 dataset
Level of theory: ωB97M-V/def2-TZVPD

Properties
gap between HOMO and LUMO (alpha / beta) = 9.4 / 1.6 eV
molar mass = 810.7 g/mol

ORCA input file:
```
! RIJCOSX wB97M-V def2-TZVPD def2/J DEFGRID3
* xyz 1 2
C -15.534 -8.347 -7.882
O -14.433 -8.328 -6.999
C -14.296 -7.429 -5.980
O -15.029 -6.505 -5.627
O -13.251 -7.875 -5.322
C -12.938 -7.382 -4.038
H -16.401 -8.859 -7.464
H -15.217 -8.938 -8.741
H -16.014 -7.417 -8.187
H -13.793 -7.529 -3.377
H -12.490 -6.401 -4.196
H -12.174 -7.986 -3.549
C 1.190 -2.729 -3.658
O -0.127 -2.364 -3.974
C -0.924 -3.236 -4.570
O -0.681 -4.423 -4.869
O -2.058 -2.618 -4.908
C -2.926 -3.251 -5.832
H 1.740 -1.788 -3.647
H 1.550 -3.559 -4.266
H 1.374 -3.059 -2.636
H -3.664 -2.572 -6.260
H -3.514 -4.013 -5.321
H -2.363 -3.759 -6.615
C -9.283 -6.995 -1.884
O -8.141 -6.095 -1.808
C -7.699 -5.539 -2.958
O -8.370 -5.584 -4.052
O -6.413 -5.105 -2.751
C -5.762 -4.232 -3.677
H -9.456 -7.498 -2.836
H -10.273 -6.576 -1.706
H -9.068 -7.782 -1.161
H -4.967 -3.758 -3.102
H -6.403 -3.434 -4.053
H -5.457 -4.850 -4.521
C -7.745 -0.912 -11.836
O -7.691 -1.732 -10.661
C -6.552 -1.731 -9.881
O -5.445 -1.186 -10.129
O -6.911 -2.194 -8.723
C -6.135 -1.869 -7.552
H -6.787 -0.572 -12.230
H -8.456 -0.091 -11.737
H -8.140 -1.494 -12.668
H -6.368 -2.634 -6.812
H -6.353 -0.886 -7.134
H -5.088 -1.855 -7.858
C -13.160 -13.333 -2.612
O -12.840 -12.548 -3.729
C -11.932 -11.576 -3.591
O -11.142 -11.455 -2.674
O -11.938 -10.917 -4.706
C -10.956 -9.854 -5.005
H -12.374 -14.083 -2.523
H -14.205 -13.628 -2.702
H -12.999 -12.771 -1.692
H -10.633 -9.273 -4.142
H -11.352 -9.261 -5.829
H -10.038 -10.364 -5.296
C -4.232 -8.772 -2.416
O -4.526 -9.826 -1.539
C -5.752 -10.168 -1.214
O -6.791 -9.534 -1.281
O -5.654 -11.439 -0.604
C -6.853 -12.043 -0.239
H -3.194 -8.908 -2.722
H -4.208 -7.892 -1.772
H -4.819 -8.639 -3.324
H -7.266 -12.563 -1.104
H -7.553 -11.311 0.163
H -6.712 -12.731 0.594
C -9.915 -2.587 -2.127
O -11.086 -3.270 -2.459
C -11.679 -3.021 -3.661
O -11.217 -2.356 -4.595
O -12.902 -3.678 -3.686
C -13.586 -3.516 -4.888
H -9.816 -1.539 -2.408
H -9.019 -3.146 -2.399
H -9.906 -2.497 -1.041
H -14.503 -4.078 -4.714
H -13.044 -3.940 -5.733
H -13.841 -2.466 -5.029
C -10.186 -10.160 0.666
O -10.958 -11.318 0.907
C -10.426 -12.495 1.121
O -9.298 -12.747 1.327
O -11.395 -13.399 1.008
C -11.130 -14.762 0.875
H -9.126 -10.290 0.884
H -10.553 -9.354 1.301
H -10.204 -9.873 -0.385
H -11.843 -15.064 0.107
H -11.498 -15.143 1.827
H -10.099 -15.075 0.712
C -7.752 -0.615 -3.977
O -6.798 -0.557 -2.976
C -5.512 -0.662 -3.210
O -5.056 -1.010 -4.282
O -4.878 -0.495 -2.088
C -3.472 -0.651 -2.173
H -7.996 -1.589 -4.401
H -7.569 -0.100 -4.920
H -8.599 -0.001 -3.672
H -3.152 0.019 -1.375
H -3.147 -0.083 -3.044
H -3.062 -1.650 -2.024
*
```

---

Run 2
Formula: C27H54O27
Source: the Open Molecules 2025 dataset
Level of theory: ωB97M-V/def2-TZVPD

Properties
gap between HOMO and LUMO (alpha / beta) = 9.4 / 2.6 eV
molar mass = 810.7 g/mol

ORCA input file:
```
! RIJCOSX wB97M-V def2-TZVPD def2/J DEFGRID3
* xyz 1 2
C -0.155 2.327 4.915
O -0.908 2.598 3.799
C -1.252 1.541 3.059
O -0.966 0.354 3.111
O -2.123 2.100 2.107
C -2.832 1.208 1.192
H -0.857 2.123 5.724
H 0.479 3.196 5.091
H 0.601 1.554 4.776
H -3.703 0.751 1.663
H -2.247 0.322 0.944
H -3.173 1.765 0.320
C 5.555 2.959 0.321
O 6.553 3.043 -0.663
C 6.464 2.105 -1.753
O 5.594 1.235 -1.981
O 7.441 2.360 -2.565
C 7.551 1.652 -3.802
H 5.871 2.185 1.020
H 4.550 2.679 0.004
H 5.435 3.960 0.736
H 7.941 0.638 -3.714
H 8.055 2.332 -4.489
H 6.539 1.871 -4.145
C -2.333 -8.757 -4.157
O -1.383 -8.018 -3.346
C -1.494 -6.642 -3.282
O -2.146 -5.916 -4.008
O -0.622 -6.189 -2.330
C -0.412 -4.842 -2.124
H -2.434 -8.284 -5.134
H -3.246 -8.758 -3.561
H -1.944 -9.751 -4.374
H -0.685 -4.662 -1.084
H -0.953 -4.196 -2.817
H 0.662 -4.727 -2.270
C -1.848 2.124 -3.242
O -3.126 2.246 -2.682
C -3.752 3.427 -2.745
O -3.416 4.436 -3.368
O -4.953 3.233 -2.089
C -6.066 4.092 -2.231
H -1.589 2.965 -3.886
H -1.732 1.236 -3.863
H -1.085 2.146 -2.464
H -5.986 4.945 -2.904
H -6.447 4.560 -1.324
H -6.888 3.477 -2.597
C 4.064 4.114 4.455
O 3.620 2.890 5.133
C 4.242 1.690 4.740
O 4.984 1.399 3.851
O 4.129 0.892 5.814
C 4.343 -0.543 5.660
H 3.242 4.318 3.769
H 5.003 4.101 3.902
H 4.266 4.913 5.169
H 4.789 -1.013 6.537
H 4.977 -0.689 4.785
H 3.441 -1.111 5.435
C -4.470 -3.260 -4.451
O -3.319 -3.307 -5.195
C -2.417 -2.351 -5.155
O -2.329 -1.448 -4.314
O -1.471 -2.620 -6.024
C -0.146 -2.087 -5.824
H -4.406 -3.218 -3.364
H -4.930 -4.237 -4.600
H -5.138 -2.537 -4.919
H 0.499 -2.493 -6.603
H 0.270 -2.300 -4.839
H -0.142 -1.011 -5.999
C 0.711 4.659 1.838
O -0.310 5.474 2.535
C 0.146 6.465 3.444
O 1.317 6.796 3.587
O -0.934 6.880 4.159
C -0.767 7.977 4.961
H 1.439 5.357 1.422
H 0.403 4.126 0.939
H 1.084 3.843 2.457
H -1.694 8.526 5.127
H -0.187 8.654 4.334
H -0.200 7.835 5.881
C -0.619 -0.790 -1.561
O 0.237 0.207 -1.010
C 1.141 -0.204 -0.007
O 1.548 -1.328 0.223
O 1.562 0.934 0.718
C 2.428 0.857 1.790
H 0.010 -1.627 -1.862
H -1.100 -0.567 -2.513
H -1.386 -1.154 -0.877
H 2.711 1.856 2.125
H 3.353 0.573 1.289
H 2.041 0.256 2.614
C -3.494 -4.500 -0.357
O -3.653 -5.395 0.684
C -2.613 -5.743 1.494
O -1.476 -5.282 1.442
O -3.017 -6.754 2.149
C -2.095 -7.397 3.139
H -4.380 -3.974 -0.712
H -3.201 -5.163 -1.170
H -2.729 -3.743 -0.182
H -2.747 -8.240 3.368
H -2.029 -6.842 4.075
H -1.134 -7.667 2.701
*
```

---

The most stable of them is run 1.

---

Run 1
Formula: C3H6O2P
Source: the Open Molecules 2025 dataset
Level of theory: ωB97M-V/def2-TZVPD

Properties
gap between HOMO and LUMO (alpha / beta) = 7.3 / 6.7 eV
molar mass = 105.1 g/mol

ORCA input file:
```
! RIJCOSX wB97M-V def2-TZVPD def2/J DEFGRID3
* xyz -1 1
C -0.384 0.226 -0.055
C 0.336 -0.002 1.187
C 0.679 -0.179 -1.121
O 3.870 -1.342 -0.128
O 2.114 1.976 0.001
P 1.894 0.494 0.058
H -1.377 -0.266 -0.124
H -0.501 1.397 -0.259
H 0.289 0.688 2.088
H 0.403 -1.045 1.447
H 0.871 -1.201 -1.210
H 0.342 0.149 -2.198
*
```

---

Run 2
Formula: C3H6O2P
Source: the Open Molecules 2025 dataset
Level of theory: ωB97M-V/def2-TZVPD

Properties
gap between HOMO and LUMO (alpha / beta) = 7.3 / 7.3 eV
molar mass = 105.1 g/mol

ORCA input file:
```
! RIJCOSX wB97M-V def2-TZVPD def2/J DEFGRID3
* xyz -1 1
C 0.569 0.916 0.384
C 1.100 -0.366 -0.271
C -0.942 0.658 0.332
O -0.737 -2.049 1.011
O -1.539 -1.753 -2.410
P -0.611 -1.130 -0.141
H 0.917 0.999 1.416
H 0.868 1.826 -0.147
H 1.421 -0.224 -1.299
H 1.872 -0.884 0.295
H -1.467 0.789 1.279
H -1.449 1.217 -0.449
*
```

---

The most stable of them is run 2.

---

Run 1
Formula: C11H15N4
Source: the Open Molecules 2025 dataset
Level of theory: ωB97M-V/def2-TZVPD

Properties
gap between HOMO and LUMO (alpha / beta) = 5.8 / 6.8 eV
molar mass = 203.3 g/mol

ORCA input file:
```
! RIJCOSX wB97M-V def2-TZVPD def2/J DEFGRID3
* xyz 1 1
C -3.675 2.775 -0.325
C -3.567 1.561 -0.968
C -2.613 3.355 0.281
C -2.366 0.920 -1.070
C -1.389 2.746 0.282
C -1.253 1.506 -0.373
C -0.294 3.172 1.152
C 0.105 0.901 -0.355
C 2.442 1.183 -0.038
C 0.068 -2.394 0.849
C 2.210 -2.492 -0.228
N 0.912 2.646 1.027
N 1.105 1.642 0.242
N 1.298 -1.807 0.565
N 0.499 -0.225 -0.815
H -4.636 3.349 -0.342
H -4.550 1.147 -1.363
H -2.606 4.337 0.824
H -2.267 -0.070 -1.502
H -0.445 3.999 1.862
H 2.464 0.389 -0.732
H 2.972 2.158 -0.359
H 2.891 0.870 0.888
H 0.321 -3.202 1.639
H -0.588 -1.651 1.512
H -0.424 -2.861 -0.106
H 2.984 -1.810 -0.542
H 2.794 -3.186 0.618
H 1.809 -3.014 -1.119
H -0.162 -0.868 -1.339
*
```

---

Run 2
Formula: C11H15N4
Source: the Open Molecules 2025 dataset
Level of theory: ωB97M-V/def2-TZVPD

Properties
gap between HOMO and LUMO = 7.6 eV
molar mass = 203.3 g/mol

ORCA input file:
```
! RIJCOSX wB97M-V def2-TZVPD def2/J DEFGRID3
* xyz 1 1
C 2.841 -0.139 -0.141
C 2.121 -0.621 -1.224
C 2.519 1.219 -0.068
C -3.249 0.158 -1.253
C -1.988 0.771 0.364
C 1.329 0.450 -1.646
C -1.482 -0.457 -0.102
C -1.343 1.504 1.420
C -0.228 0.723 2.138
C -0.273 -0.973 0.327
C 0.158 -2.300 -0.137
N -3.036 1.076 -0.333
N 1.646 1.565 -0.978
N -2.373 -0.854 -1.140
N 0.348 -0.408 1.363
H 3.520 -0.752 0.423
H 2.240 -1.593 -1.736
H 2.731 1.762 0.824
H -3.940 0.297 -2.104
H -1.062 2.510 1.002
H -2.206 1.716 2.083
H 0.620 1.548 2.206
H -0.628 0.257 3.146
H 1.184 -2.770 0.098
H 0.260 -2.170 -1.195
H -0.703 -2.965 0.170
H 1.491 2.516 -1.252
H -2.325 -1.766 -1.539
H 0.608 0.562 -2.428
H 1.220 -0.865 1.711
*
```

---

The most stable of them is run 2.

---

Run 1
Formula: C6H20O7
Source: the Open Molecules 2025 dataset
Level of theory: ωB97M-V/def2-TZVPD

Properties
structure (SMILES) = OCCO.OCCO.OCCO.O
gap between HOMO and LUMO = 10.5 eV
molar mass = 204.2 g/mol

ORCA input file:
```
! RIJCOSX wB97M-V def2-TZVPD def2/J DEFGRID3
* xyz 0 1
O -2.142 -4.536 3.828
C -1.595 -3.487 3.090
C -2.685 -2.516 2.526
O -2.117 -1.382 1.934
H -1.536 -5.272 3.941
H -0.862 -2.976 3.714
H -1.091 -3.923 2.227
H -3.389 -2.351 3.342
H -3.087 -2.986 1.628
H -1.970 -0.695 2.588
O -0.785 -1.336 -2.960
C 0.360 -2.238 -2.826
C 1.227 -2.161 -4.166
O 1.609 -0.801 -4.400
H -1.176 -1.152 -2.103
H 0.910 -1.938 -1.935
H -0.077 -3.226 -2.678
H 0.609 -2.568 -4.967
H 2.194 -2.646 -4.030
H 0.942 -0.262 -3.968
O 1.022 3.884 1.336
C 0.786 3.843 -0.080
C 0.902 5.259 -0.698
O 0.023 6.191 -0.217
H 0.721 4.763 1.578
H 1.450 3.091 -0.507
H -0.229 3.481 -0.243
H 0.882 5.210 -1.787
H 1.883 5.717 -0.572
H -0.655 5.683 0.235
O 2.468 0.116 1.914
H 2.063 0.981 1.977
H 3.345 0.234 2.278
*
```

---

Run 2
Formula: C6H20O7
Source: the Open Molecules 2025 dataset
Level of theory: ωB97M-V/def2-TZVPD

Properties
structure (SMILES) = OCCO.OCCO.OCCO.O
gap between HOMO and LUMO = 10.4 eV
molar mass = 204.2 g/mol

ORCA input file:
```
! RIJCOSX wB97M-V def2-TZVPD def2/J DEFGRID3
* xyz 0 1
O -2.320 -0.072 2.387
C -3.579 -0.449 1.795
C -3.542 -1.829 1.161
O -2.915 -2.817 2.027
H -1.906 -0.963 2.514
H -4.361 -0.565 2.556
H -3.816 0.320 1.077
H -2.950 -1.889 0.255
H -4.564 -2.049 0.888
H -2.223 -3.328 1.573
O -0.256 -1.541 -1.270
C 1.043 -1.829 -1.815
C 1.977 -2.307 -0.708
O 2.215 -1.346 0.270
H -0.165 -0.787 -0.681
H 0.896 -2.624 -2.606
H 1.431 -0.974 -2.414
H 2.972 -2.671 -0.993
H 1.424 -3.172 -0.308
H 1.395 -0.865 0.446
O 2.125 2.641 -2.720
C 2.162 3.484 -1.616
C 1.650 2.637 -0.402
O 1.534 3.398 0.786
H 2.694 1.907 -2.512
H 3.154 3.860 -1.298
H 1.447 4.294 -1.744
H 2.280 1.809 -0.181
H 0.682 2.221 -0.729
H 2.273 3.212 1.359
O -0.096 0.480 0.727
H -0.801 0.386 1.415
H 0.139 1.427 0.760
*
```

---

The most stable of them is run 2.

---

Run 1
Formula: C3H6O2S
Source: the Open Molecules 2025 dataset
Level of theory: ωB97M-V/def2-TZVPD

Properties
structure (SMILES) = O=C[C@@H](S)CO
gap between HOMO and LUMO = 9.6 eV
molar mass = 106.1 g/mol

ORCA input file:
```
! RIJCOSX wB97M-V def2-TZVPD def2/J DEFGRID3
* xyz 0 1
O -2.139 0.990 1.323
C -1.980 0.263 0.337
C -0.653 -0.259 -0.747
S -0.602 1.247 -1.705
C 0.724 -0.621 -0.167
O 0.922 -0.188 1.146
H -2.760 0.087 -0.401
H -1.175 -1.038 -1.419
H 0.308 1.888 -0.978
H 1.471 -0.285 -0.826
H 0.679 -1.700 -0.319
H 0.054 0.290 1.242
*
```

---

Run 2
Formula: C3H6O2S
Source: the Open Molecules 2025 dataset
Level of theory: ωB97M-V/def2-TZVPD

Properties
structure (SMILES) = OCC(=S)CO
gap between HOMO and LUMO = 8.5 eV
molar mass = 106.1 g/mol

ORCA input file:
```
! RIJCOSX wB97M-V def2-TZVPD def2/J DEFGRID3
* xyz 0 1
O -1.158 -1.225 0.322
C 0.057 -1.124 -0.456
C 0.936 0.081 -0.130
S 2.560 0.004 0.023
C 0.120 1.340 0.166
O -1.213 1.322 -0.283
H -0.910 -1.422 1.230
H 0.594 -2.061 -0.302
H -0.263 -1.099 -1.492
H 0.616 2.249 -0.258
H 0.234 1.469 1.256
H -1.573 0.463 -0.076
*
```

---

Run 3
Formula: C3H6O2S
Source: the Open Molecules 2025 dataset
Level of theory: ωB97M-V/def2-TZVPD

Properties
gap between HOMO and LUMO (alpha / beta) = 8.1 / 8.1 eV
molar mass = 106.1 g/mol

ORCA input file:
```
! RIJCOSX wB97M-V def2-TZVPD def2/J DEFGRID3
* xyz 0 1
C -1.243 -1.006 0.343
C 0.170 -0.681 0.455
C 0.766 1.057 -1.122
O -0.754 -0.069 1.283
O -0.412 1.583 -1.498
S 1.451 -1.675 1.151
H -1.813 -0.582 -0.477
H -1.644 -1.915 0.778
H 1.213 0.424 -1.871
H 1.412 1.597 -0.447
H -0.780 2.130 -0.793
H 1.633 -0.863 2.197
*
```

---

The most stable of them is run 2.

---

Run 1
Formula: C9H14O
Source: the Open Molecules 2025 dataset
Level of theory: ωB97M-V/def2-TZVPD

Properties
gap between HOMO and LUMO (alpha / beta) = 2.6 / 7.0 eV
molar mass = 138.2 g/mol

ORCA input file:
```
! RIJCOSX wB97M-V def2-TZVPD def2/J DEFGRID3
* xyz -1 2
C -0.787 3.085 -2.563
C 0.741 0.939 0.799
C 0.355 0.220 -0.296
C 0.659 2.343 0.909
C 0.011 0.999 -1.432
C 0.147 3.054 -0.191
C -0.165 2.416 -1.375
O 1.259 0.411 1.972
H 1.011 -0.526 2.002
H 0.421 -0.863 -0.292
H 0.977 2.981 1.712
H -0.126 0.576 -2.436
H 0.094 4.166 -0.131
H 0.074 3.405 -3.195
H -1.190 4.072 -2.258
H -1.573 2.520 -3.040
C -0.543 -4.102 0.634
C 0.163 -3.384 1.751
H -1.633 -3.974 0.841
H -0.459 -3.691 -0.357
H -0.340 -5.185 0.721
H 1.225 -3.244 1.570
H -0.283 -2.379 1.931
H -0.039 -3.841 2.726
*
```

---

Run 2
Formula: C9H14O
Source: the Open Molecules 2025 dataset
Level of theory: ωB97M-V/def2-TZVPD

Properties
gap between HOMO and LUMO (alpha / beta) = 2.9 / 7.0 eV
molar mass = 138.2 g/mol

ORCA input file:
```
! RIJCOSX wB97M-V def2-TZVPD def2/J DEFGRID3
* xyz -1 2
C 1.472 0.894 -2.171
C 0.253 0.229 -1.642
C -0.768 1.088 -1.229
C 0.046 -1.201 -1.520
C -1.914 0.654 -0.548
C -1.128 -1.599 -0.905
C -2.133 -0.735 -0.401
H 1.559 0.861 -3.273
H 2.458 0.538 -1.800
H -0.682 2.089 -1.646
H 0.706 -1.920 -1.991
H -2.580 1.451 -0.222
H -1.351 -2.633 -0.640
H -3.053 -1.258 -0.179
H 1.489 1.954 -1.891
C 0.901 -0.266 1.628
C -0.241 0.059 2.566
O 2.107 -0.440 2.461
H 0.764 -1.186 1.074
H 1.207 0.542 0.962
H 0.189 0.375 3.527
H 2.438 0.387 2.783
H -0.884 -0.795 2.755
H -0.856 0.914 2.300
*
```

---

The most stable of them is run 1.